(1)
{"formula": "C18H48Br9N9O8P2", "method": "ωB97M-V/def2-TZVPD", "multiplicity": 2, "e_tot_ha": -25657.9193, "charge": -1, "fmax_ha_per_bohr": 0.06123, "e_lumo_ev": [1.183, 1.183], "s_squared": 0.754, "homo_ev": [-1.2385, -5.6708], "species": ["C", "N", "O", "O", "H", "H", "H", "C", "N", "O", "O", "H", "H", "H", "C", "N", "O", "O", "H", "H", "H", "O", "P", "N", "C", "C", "N", "C", "C", "N", "C", "C", "H", "H", "H", "H", "H", "H", "H", "H", "H", "H", "H", "H", "H", "H", "H", "H", "H", "H", "O", "P", "N", "C", "C", "N", "C", "C", "N", "C", "C", "H", "H", "H", "H", "H", "H", "H", "H", "H", "H", "H", "H", "H", "H", "H", "H", "H", "H", "C", "Br", "Br", "Br", "H", "C", "Br", "Br", "Br", "H", "C", "Br", "Br", "Br", "H"], "coordinates": [[-3.0889, -3.0750, 0.4222], [-3.4132, -1.7103, 1.0342], [-2.5972, -1.2089, 1.8154], [-4.4325, -1.1413, 0.5389], [-3.0088, -2.8707, -0.6455], [-3.9146, -3.7649, 0.5965], [-2.1217, -3.3067, 0.8684], [-4.2736, 1.6331, -0.9677], [-3.8836, 2.9395, -1.4755], [-4.5660, 3.9126, -1.0957], [-2.9244, 3.0131, -2.2488], [-5.2875, 1.6771, -0.5700], [-3.5813, 1.4066, -0.1569], [-4.0321, 0.9390, -1.7728], [0.9166, 0.4529, -0.5505], [-0.3237, 1.2336, -0.3018], [-0.2417, 2.4212, -0.2875], [-1.3053, 0.5600, -0.1450], [1.8083, 1.0105, -0.2641], [1.0080, 0.2723, -1.6215], [0.7102, -0.4454, 0.0314], [2.6918, -0.8136, -3.5045], [2.3475, -2.3005, -3.5342], [3.0509, -3.2076, -4.7295], [2.6563, -4.5390, -5.1182], [4.0630, -2.5587, -5.5922], [0.6755, -2.5587, -3.7157], [0.0107, -2.0888, -4.8762], [-0.1036, -2.3725, -2.5711], [2.9846, -3.2496, -2.1284], [2.6797, -4.6537, -1.8268], [4.1926, -2.7550, -1.4230], [2.1992, -4.5240, -6.1077], [1.9585, -4.9027, -4.3640], [3.4862, -5.2396, -5.2103], [4.4380, -1.7127, -5.0162], [3.5959, -2.0465, -6.4334], [4.8091, -3.2564, -5.9724], [-1.0185, -2.4391, -4.9545], [-0.2301, -1.0271, -4.8215], [0.5229, -2.2911, -5.8168], [-0.1730, -1.3063, -2.3556], [-1.0288, -2.9451, -2.6359], [0.3757, -2.8227, -1.7018], [3.3178, -5.2576, -2.4720], [2.9012, -4.9653, -0.8060], [1.6582, -4.9334, -2.0845], [4.1096, -2.8273, -0.3385], [4.3686, -1.7247, -1.7320], [5.0375, -3.3361, -1.7927], [-2.9043, 1.0977, 5.2336], [-1.9667, 2.1838, 4.7234], [-0.5794, 1.7283, 3.7890], [-0.1561, 0.3288, 3.7289], [0.4204, 2.6178, 3.2577], [-1.2674, 3.0756, 6.0074], [-0.7492, 2.2478, 7.0984], [-0.6466, 4.3766, 5.9089], [-2.6668, 3.3988, 3.7466], [-2.9055, 3.2096, 2.3270], [-3.7165, 4.1912, 4.3368], [-0.9816, -0.3816, 3.7756], [0.4263, -0.0223, 4.5807], [0.4198, 0.1180, 2.8278], [-0.1002, 3.5606, 3.0898], [0.8011, 2.2798, 2.2939], [1.1951, 2.8363, 3.9927], [-0.0146, 1.5166, 6.7610], [-0.2921, 2.9228, 7.8219], [-1.4893, 1.7416, 7.7182], [-1.2363, 5.0170, 5.2530], [-0.6092, 4.9009, 6.8638], [0.2565, 4.3376, 5.2997], [-1.9951, 2.8533, 1.8450], [-3.7136, 2.5232, 2.0740], [-3.1138, 4.1636, 1.8428], [-3.3160, 4.7006, 5.2133], [-4.6310, 3.6792, 4.6362], [-4.0114, 4.9773, 3.6417], [1.3632, -3.2053, 3.7400], [1.0572, -2.6891, 1.8799], [-0.3496, -3.1473, 4.6130], [2.6701, -1.9596, 4.6592], [1.7223, -4.2317, 3.6654], [4.4964, 2.1452, -2.8372], [3.0956, 3.5734, -2.5264], [4.5995, 0.9193, -1.3412], [6.2759, 3.0199, -3.0672], [4.1919, 1.6187, -3.7417], [-1.4055, 1.8978, -4.8469], [-1.0397, 1.4083, -6.7082], [0.3599, 1.5912, -3.9180], [-2.8669, 0.6516, -4.2141], [-1.6510, 2.9339, -4.6135]], "forces_ev_per_a": [[0.271, 1.203, 0.512], [-0.162, 1.426, -0.705], [-2.211, -1.057, -1.526], [2.106, -1.009, 1.504], [0.056, -0.061, 0.106], [0.238, 0.140, 0.254], [-0.212, -0.512, -0.098], [0.546, -0.595, 0.354], [-0.292, 2.279, -0.351], [1.308, -1.365, -0.735], [-1.148, 0.143, 1.106], [0.177, -0.116, -0.432], [0.027, -0.022, 0.043], [-0.528, -0.130, 0.268], [0.175, -0.212, 0.248], [1.738, -1.176, -0.581], [-0.455, 1.840, 0.166], [-1.517, -0.108, 0.107], [-0.340, 0.006, 0.314], [-0.231, -0.172, 0.128], [0.714, -0.196, -0.235], [0.057, -2.711, -0.048], [0.858, -0.350, 1.961], [1.065, 0.939, -1.672], [-0.512, 0.200, 0.178], [-1.164, 0.733, 0.522], [2.440, -1.579, -0.255], [-0.771, 0.978, -1.305], [-0.208, -0.211, 2.288], [-1.732, 2.025, 0.159], [0.273, 0.316, -1.305], [-0.764, 0.037, -1.330], [-0.425, -0.054, -0.104], [-0.076, -0.242, -0.387], [0.340, 0.118, 0.342], [0.729, -0.298, -0.024], [-0.178, -0.287, -0.489], [0.080, 0.039, 0.402], [0.065, -0.983, 0.131], [0.652, 0.505, -0.026], [0.163, -0.061, 0.139], [-0.973, 0.053, 0.141], [-0.443, 0.575, -0.251], [0.291, 0.105, 0.154], [0.204, -0.501, -0.048], [-0.165, 0.572, 0.174], [-0.146, 0.228, 0.201], [-0.153, -0.032, -0.011], [-0.061, -0.066, 0.214], [0.362, -0.153, 0.246], [2.273, 1.875, -1.108], [0.602, -0.305, -0.260], [-1.654, -1.546, 0.292], [-0.613, -0.802, 0.607], [-1.211, 1.265, 0.628], [-1.377, -0.634, 0.487], [0.071, 0.341, 0.443], [-0.716, 0.204, -1.741], [0.081, -0.464, 0.301], [0.929, -0.399, -0.561], [0.023, 0.837, 0.754], [-0.353, 0.360, -0.401], [0.537, 0.471, 0.113], [-0.064, 0.149, -0.064], [0.237, 0.339, -0.266], [0.163, -0.177, 0.178], [0.533, -0.262, -0.200], [0.148, -0.078, 0.018], [0.407, 0.023, -0.146], [-0.445, -0.183, -0.597], [-0.488, 0.055, 0.099], [0.472, -0.318, 0.025], [0.826, 0.108, 0.853], [-0.038, -0.255, 0.016], [-0.197, -0.157, 0.205], [-0.125, 0.169, 0.225], [-0.191, -0.033, 0.215], [0.005, -0.447, -0.061], [0.069, 0.005, -0.120], [-0.402, -0.614, -0.168], [-0.130, 0.259, -2.382], [-1.185, -0.521, 0.900], [1.635, 0.819, 1.029], [0.148, -0.165, 0.406], [-0.021, 1.066, 0.653], [1.037, -1.095, -0.160], [-0.091, 0.554, -0.483], [-1.076, -0.528, -0.123], [0.234, 0.068, 0.250], [0.859, -1.706, 0.564], [-0.442, 0.716, 0.463], [-1.432, 0.253, -0.339], [1.188, 0.867, -0.505], [-0.290, -0.313, -0.478]]}

***

(2)
{"formula": "C5H14", "method": "ωB97M-V/def2-TZVPD", "multiplicity": 1, "e_tot_ha": -198.8768, "fmax_ha_per_bohr": 0.01554, "smiles": "CCC.CC", "e_lumo_ev": 1.125, "homo_ev": -11.3593, "species": ["C", "C", "C", "H", "H", "H", "H", "H", "H", "H", "H", "C", "C", "H", "H", "H", "H", "H", "H"], "coordinates": [[-1.9939, 0.0625, 0.2539], [-1.1697, 0.9692, -0.6815], [-1.9846, 1.6113, -1.8322], [-1.4318, -0.8544, 0.4065], [-2.1589, 0.5594, 1.2065], [-3.0145, -0.1349, -0.0978], [-0.3867, 0.3453, -1.1079], [-0.7335, 1.7737, -0.0938], [-3.0544, 1.5369, -1.6135], [-1.7516, 1.1272, -2.7809], [-1.7516, 2.6660, -1.9636], [2.6436, -1.6584, 1.7422], [2.3960, -0.8660, 0.4481], [2.7237, -2.7318, 1.5405], [3.6174, -1.3836, 2.1550], [1.8355, -1.4768, 2.4494], [3.1937, -1.0254, -0.2855], [2.2970, 0.1895, 0.7059], [1.4657, -1.1782, -0.0185]], "forces_ev_per_a": [[-0.117, 0.490, -0.027], [-0.701, 0.069, -0.331], [0.143, -0.162, 0.299], [-0.345, -0.238, 0.265], [0.191, -0.088, 0.270], [0.385, -0.262, -0.303], [0.274, 0.311, 0.003], [0.325, -0.128, 0.026], [0.105, 0.005, -0.244], [-0.296, -0.076, -0.005], [0.054, 0.076, 0.049], [0.368, -0.140, -0.696], [0.001, -0.288, 0.404], [-0.253, 0.095, 0.043], [-0.236, 0.156, 0.275], [0.184, -0.070, 0.161], [-0.074, 0.214, 0.186], [0.145, 0.049, -0.301], [-0.154, -0.015, -0.076]]}

***

(3)
{"formula": "C9H6F5N3ORuS2", "method": "ωB97M-V/def2-TZVPD", "multiplicity": 1, "e_tot_ha": -1976.5936, "fmax_ha_per_bohr": 0.09821, "e_lumo_ev": [-2.916, -2.253], "homo_ev": [-8.7283, -8.5661], "species": ["Ru", "S", "C", "S", "C", "C", "N", "C", "N", "N", "C", "O", "C", "C", "H", "H", "H", "H", "H", "H", "F", "C", "F", "C", "F", "F", "F"], "coordinates": [[0.3535, -0.0496, 0.6125], [-1.7624, -0.0205, 1.6781], [-2.4862, -0.1261, 0.1083], [-1.3248, -0.3145, -1.1515], [-3.8369, -0.0543, -0.1107], [-4.7526, 0.1688, 0.9563], [-5.4941, 0.3549, 1.8165], [-4.3764, -0.2179, -1.4172], [-4.8239, -0.3713, -2.4664], [4.3030, -1.1511, -0.3280], [3.0068, -1.0660, -0.0360], [2.5652, -0.1118, 0.6332], [2.0638, -2.1283, -0.5229], [0.8337, -2.0967, 0.3801], [4.9228, -0.4119, -0.0382], [4.6737, -1.9008, -0.8830], [2.5498, -3.1078, -0.5685], [1.7732, -1.8580, -1.5428], [1.0926, -2.3858, 1.4054], [0.0450, -2.7412, 0.0032], [1.2942, 2.2569, 1.4696], [0.6185, 1.9644, 0.3008], [1.5112, 2.1254, -0.7308], [-0.4408, 3.0596, 0.1433], [-1.2518, 2.7828, -0.8833], [0.1181, 4.2471, -0.0847], [-1.1749, 3.1539, 1.2565]], "forces_ev_per_a": [[-4.407, -1.061, 2.226], [2.339, 0.005, -1.163], [-1.047, -0.062, -0.725], [1.210, 0.176, 1.528], [0.399, -0.040, 0.201], [-0.148, 0.011, 0.236], [0.078, -0.021, -0.030], [-0.107, -0.010, -0.262], [0.090, 0.025, 0.054], [0.023, 0.081, 0.067], [0.130, -0.102, -0.014], [-0.111, 0.024, -0.419], [-0.103, -0.106, 0.139], [0.772, 0.437, -0.977], [-0.023, 0.039, 0.011], [-0.051, -0.055, 0.009], [0.048, 0.037, -0.016], [0.035, -0.046, -0.027], [-0.059, 0.246, 0.093], [-0.176, 0.245, -0.057], [-0.176, 0.214, -0.091], [1.961, -0.325, -0.935], [-0.234, 0.334, 0.156], [-0.710, -0.172, -0.079], [0.094, 0.110, 0.127], [0.163, -0.013, 0.053], [0.012, 0.032, -0.106]]}

***

(4)
{"formula": "C4H8O2", "method": "ωB97M-V/def2-TZVPD", "multiplicity": 1, "e_tot_ha": -307.6057, "fmax_ha_per_bohr": 0.01338, "smiles": "O=C1C[C@H]1O.C", "e_lumo_ev": 0.549, "homo_ev": -9.2655, "species": ["O", "C", "C", "C", "O", "H", "H", "H", "H", "C", "H", "H", "H", "H"], "coordinates": [[-1.5620, -1.3810, 0.1060], [-1.3353, -0.2873, -0.3320], [-1.4736, 1.1697, -0.1944], [-0.6967, 0.5482, -1.3780], [0.6785, 0.7746, -1.4068], [-2.4201, 1.6650, -0.3984], [-0.8543, 1.6383, 0.5696], [-1.2009, 0.5974, -2.3452], [1.1114, -0.0470, -1.6773], [1.5431, -0.9489, 1.4043], [1.5377, -0.6366, 2.4499], [1.4357, -0.0747, 0.7565], [2.4843, -1.4512, 1.1749], [0.7108, -1.6308, 1.2330]], "forces_ev_per_a": [[0.131, 0.626, -0.254], [-0.102, -0.407, 0.126], [-0.103, 0.080, 0.130], [-0.208, -0.078, -0.151], [0.107, -0.216, -0.099], [0.144, -0.055, 0.023], [-0.089, -0.092, -0.079], [0.032, 0.006, 0.117], [-0.024, 0.181, 0.060], [0.000, 0.037, -0.010], [0.048, -0.016, -0.103], [0.041, -0.120, 0.168], [-0.068, 0.038, 0.061], [0.090, 0.018, 0.012]]}

***

(5)
{"formula": "H2N2O2S", "method": "ωB97M-V/def2-TZVPD", "multiplicity": 1, "e_tot_ha": -659.2837, "fmax_ha_per_bohr": 0.07030, "e_lumo_ev": [-0.389, -0.389], "homo_ev": [-8.3705, -8.3702], "species": ["N", "N", "O", "O", "S", "H", "H"], "coordinates": [[-0.7421, -2.0491, -2.0319], [0.1874, -1.4453, -1.7951], [-2.9779, -3.1076, -1.5886], [-0.0777, -0.1111, 0.1810], [-1.9119, -2.9711, -2.5787], [-0.2452, 0.0621, 1.1112], [0.5797, 0.5247, -0.1115]], "forces_ev_per_a": [[2.965, 1.905, 0.805], [-0.999, -0.819, -0.573], [-0.676, -0.079, 0.588], [-0.197, 0.059, 0.287], [-1.206, -1.264, -1.257], [0.063, 0.116, 0.041], [0.049, 0.082, 0.110]]}

***

(6)
{"formula": "C8HBrCl5CoF2NS", "method": "ωB97M-V/def2-TZVPD", "multiplicity": 4, "e_tot_ha": -7215.9957, "charge": -2, "fmax_ha_per_bohr": 0.01455, "e_lumo_ev": [4.217, 4.215], "s_squared": 3.759, "homo_ev": [-1.7158, -2.3825], "species": ["Co", "S", "C", "N", "Br", "Cl", "C", "C", "C", "Cl", "C", "Cl", "C", "Cl", "C", "Cl", "F", "C", "F", "H"], "coordinates": [[-1.7082, 0.4456, 0.0687], [-3.1444, -2.6736, -3.3701], [-2.7018, -1.6008, -2.1719], [-2.3932, -0.8537, -1.3378], [-2.8810, 0.3284, 2.1962], [-0.6342, -2.4687, 1.2195], [0.6632, -1.3314, 0.9281], [0.3529, -0.1007, 0.3611], [1.4535, 0.6908, 0.0721], [1.2033, 2.2357, -0.7243], [2.7725, 0.3378, 0.3682], [4.1064, 1.3922, -0.0078], [3.0237, -0.8850, 0.9770], [4.6492, -1.3550, 1.3759], [1.9573, -1.7358, 1.2529], [2.2730, -3.2812, 1.9882], [-1.6884, 3.4346, 0.0650], [-2.1036, 2.3250, -0.7028], [-3.4915, 2.5524, -0.8541], [-1.7086, 2.5433, -1.7043]], "forces_ev_per_a": [[0.192, 0.180, -0.199], [0.159, 0.398, 0.436], [-0.207, -0.474, -0.540], [0.040, 0.007, 0.047], [-0.124, -0.044, 0.307], [0.123, 0.130, 0.005], [-0.018, -0.270, 0.064], [-0.206, 0.033, -0.077], [0.167, 0.191, -0.028], [-0.008, -0.132, 0.081], [-0.004, 0.076, -0.046], [-0.078, -0.073, 0.027], [0.060, -0.044, 0.029], [-0.089, 0.037, -0.026], [-0.001, -0.066, 0.022], [-0.029, 0.101, -0.050], [0.059, -0.016, 0.044], [-0.112, 0.022, 0.023], [-0.015, -0.066, -0.021], [0.092, 0.009, -0.098]]}

***

(7)
{"formula": "C8H16OS2", "method": "ωB97M-V/def2-TZVPD", "multiplicity": 1, "e_tot_ha": -1185.9407, "fmax_ha_per_bohr": 0.11425, "e_lumo_ev": 0.503, "homo_ev": -8.7904, "species": ["C", "C", "C", "C", "C", "C", "C", "C", "O", "S", "S", "H", "H", "H", "H", "H", "H", "H", "H", "H", "H", "H", "H", "H", "H", "H", "H"], "coordinates": [[2.1198, 0.4657, 1.6507], [2.6636, 0.8247, 0.3086], [0.0361, 0.4795, -0.0926], [-0.5165, 1.8867, -0.8847], [-0.8611, -1.3272, -1.4679], [-2.3825, -0.2098, 0.2925], [-0.5494, -1.7588, 0.9648], [-0.9556, -0.6856, -0.0583], [1.7626, 0.8632, -2.1783], [0.3519, 1.0891, 1.6261], [1.5452, -0.0024, -1.0200], [1.9479, -0.6353, 1.7060], [2.5077, 0.8184, 2.6372], [2.5013, 1.9723, 0.0849], [3.7114, 0.4966, 0.2517], [-1.1128, 2.4480, -0.2624], [-0.9690, 1.7781, -1.7982], [0.5192, 2.3467, -1.0337], [-0.7339, -0.5290, -2.2603], [-1.7281, -1.7896, -1.7621], [-0.1692, -2.0955, -1.2993], [-3.0913, -1.0829, 0.0366], [-2.4919, 0.2400, 1.2840], [-2.7686, 0.4918, -0.4169], [-1.4091, -2.4580, 1.0931], [-0.3304, -1.4249, 1.9747], [0.4026, -2.2018, 0.6239]], "forces_ev_per_a": [[-2.437, -0.802, 0.981], [-0.313, 1.562, -0.392], [-1.945, 2.961, -0.158], [5.103, -2.372, 1.688], [-0.231, 2.680, 0.543], [-0.700, -1.528, -1.129], [-0.089, -0.403, -0.013], [-0.607, 0.120, 0.043], [-0.267, 0.361, -1.111], [1.013, -0.022, -0.535], [2.124, 0.350, 2.373], [0.685, 0.580, 0.211], [0.313, -0.087, -1.205], [0.667, -2.271, 0.311], [-0.314, 0.203, -0.636], [-1.165, 1.132, 1.672], [-0.969, -0.786, -2.285], [-1.846, 0.089, 0.001], [0.659, -1.140, 0.739], [-2.461, -1.241, -0.385], [1.535, -0.805, -1.064], [0.963, 0.992, 1.265], [-0.024, -0.530, -0.017], [0.161, 0.921, -0.537], [0.962, -0.021, -0.461], [-0.239, 0.568, 0.011], [-0.575, -0.513, 0.087]]}

***

(8)
{"formula": "C7H12AgF3N3P", "method": "ωB97M-V/def2-TZVPD", "multiplicity": 1, "e_tot_ha": -1226.0927, "fmax_ha_per_bohr": 0.00400, "e_lumo_ev": 0.303, "homo_ev": -8.7539, "species": ["Ag", "F", "C", "F", "F", "C", "N", "C", "N", "C", "N", "C", "P", "C", "C", "H", "H", "H", "H", "H", "H", "H", "H", "H", "H", "H", "H"], "coordinates": [[0.0707, 1.5487, 2.6460], [1.8401, 2.8723, 4.6175], [0.5183, 2.8745, 4.2550], [0.2478, 4.1878, 3.9709], [-0.1566, 2.6297, 5.4206], [-1.3374, -0.5883, -2.0800], [-0.2192, 0.3535, -2.0703], [1.0310, -0.4049, -2.1327], [1.1714, -1.4071, -1.0756], [0.0098, -2.2940, -1.1168], [-1.2712, -1.5938, -1.0189], [-1.4586, -0.9969, 0.3006], [-0.1467, 0.2554, 0.6817], [-0.2578, 1.2210, -0.8939], [1.3226, -0.7793, 0.2366], [-1.3312, -1.1098, -3.0382], [-2.2738, -0.0352, -1.9923], [1.8721, 0.2880, -2.0822], [1.0640, -0.9213, -3.0931], [0.0838, -3.0215, -0.3071], [0.0279, -2.8298, -2.0670], [-1.4403, -1.7764, 1.0648], [-2.4370, -0.5151, 0.3523], [0.5725, 1.9288, -0.9321], [-1.1801, 1.8048, -0.8895], [1.4649, -1.5437, 1.0028], [2.2128, -0.1474, 0.2408]], "forces_ev_per_a": [[0.020, 0.053, 0.035], [0.047, 0.017, 0.053], [-0.073, -0.142, -0.129], [-0.012, 0.071, 0.037], [-0.002, 0.029, 0.058], [0.024, 0.004, 0.049], [0.013, 0.005, 0.013], [-0.017, 0.004, 0.029], [0.002, 0.021, 0.010], [-0.008, 0.045, 0.025], [-0.004, -0.006, -0.010], [0.022, 0.052, 0.052], [0.040, -0.025, -0.068], [0.020, -0.084, -0.008], [-0.065, 0.007, -0.071], [0.002, -0.009, -0.013], [-0.006, 0.002, 0.001], [0.007, 0.003, -0.005], [-0.004, -0.012, -0.016], [0.001, -0.004, 0.005], [0.001, -0.006, -0.013], [-0.005, -0.016, 0.002], [-0.015, -0.003, -0.004], [0.006, 0.017, -0.003], [-0.019, 0.002, -0.027], [0.008, -0.030, -0.009], [0.018, 0.003, 0.006]]}